Density functional theory data (ωB97M-V with the def2-TZVPD basis set) for the ion C2H8NS2 with charge +2 in a non-equilibrium geometry.

As for the expectation value of S²: 0.755. The value obtained for the orbital gap (alpha / beta) is 0.390 / 0.232 Ha. The value obtained for the largest force on an atom is 4.6 eV/A. The spin multiplicity is 2. The calculation puts the molar mass at 110.2 g/mol. The total charge is +2.

Last column: Löwdin spin population.
Positions of all 13 atoms, in Å:
N -0.049 2.021 0.065  -0.001
C 0.561 0.704 0.588  0.001
C 0.425 -0.599 -0.296  0.062
S 0.422 -2.165 0.725  0.408
S -1.336 -3.028 -0.113  0.475
H -0.882 2.310 0.488  0.000
H 0.423 2.826 -0.286  0.000
H -0.694 1.845 -0.758  0.000
H 1.502 0.602 0.895  0.000
H -0.141 0.485 1.369  0.002
H 1.171 -0.613 -1.099  0.015
H -0.595 -0.434 -0.617  0.005
H -0.808 -3.952 -0.961  0.032